No. 1
One molecule with the formula C4H13N3 in a non-equilibrium geometry, computed with the ωB97M-V functional and the def2-TZVPD basis.

Element x y z (Å)
1 C -0.249 0.550 -1.361
2 N -0.364 1.416 -0.210
3 C 0.745 2.236 0.246
4 N 1.628 1.557 1.214
5 C -0.246 -0.996 -1.095
6 N -0.084 -1.356 0.286
7 C -1.027 -2.370 0.713
8 H 0.760 0.806 -1.725
9 H -0.939 0.805 -2.173
10 H -1.015 1.158 0.509
11 H 1.281 2.527 -0.652
12 H 0.393 3.103 0.806
13 H 1.134 1.399 2.081
14 H 2.003 0.672 0.889
15 H -1.122 -1.511 -1.506
16 H 0.629 -1.294 -1.696
17 H 0.168 -0.593 0.894
18 H -2.056 -2.028 0.599
19 H -0.750 -3.387 0.411
20 H -0.889 -2.692 1.770

Calculated values
E = -324.41006 hartree
total charge = 0
frontier orbital gap = 9.3 eV
structure (SMILES) = CNCCNCN
energy above the lowest of the compared OMol25 structures with the same formula, charge and spin = 170.33 kJ/mol
E_LUMO = 1.0 eV

No. 2
An isolated ion of composition C8H22N7 and charge +1 in a non-equilibrium geometry, computed with the ωB97M-V functional and the def2-TZVPD basis.

Element x y z (Å)
1 C 3.492 2.460 -0.453
2 C -2.727 -0.196 0.857
3 C -3.714 1.878 -0.157
4 C -0.242 -3.412 0.412
5 C 1.986 -1.874 1.017
6 C 2.833 1.117 -0.497
7 C 1.547 1.009 0.451
8 C -2.440 1.219 0.513
9 N -0.203 -1.420 -2.238
10 N -0.295 -2.044 0.192
11 N 0.647 -0.068 0.034
12 N -0.674 0.135 -0.641
13 N -0.933 -0.488 -1.740
14 N -1.340 1.318 -0.398
15 N 0.746 -1.338 0.435
16 H 4.053 2.713 0.517
17 H 4.285 2.525 -1.326
18 H 2.673 3.166 -0.724
19 H -2.939 -0.871 0.037
20 H -2.051 -0.685 1.536
21 H -3.694 -0.307 1.372
22 H -3.713 1.620 -1.221
23 H -3.664 2.974 -0.050
24 H -4.646 1.708 0.363
25 H -1.061 -3.873 -0.282
26 H 0.785 -3.862 0.138
27 H -0.373 -3.579 1.450
28 H 2.759 -1.099 1.247
29 H 1.573 -2.414 1.770
30 H 2.523 -2.468 0.293
31 H 3.654 0.423 -0.404
32 H 2.435 0.962 -1.522
33 H 2.011 0.912 1.506
34 H 1.027 1.916 0.219
35 H -2.287 1.879 1.461
36 H -0.601 -1.850 -2.987
37 H -1.431 1.913 -1.179

Calculated values
E = -700.77535 hartree
total charge = +1
frontier orbital gap (alpha / beta) = 8.7 / 8.7 eV
structure (SMILES) = [H]/N=N/N(NC(C)C)N(CCC)/[N+](C)=N/C
energy above the lowest of the compared OMol25 structures with the same formula, charge and spin = 125.88 kJ/mol
E_LUMO (alpha / beta) = -3.9 / -3.9 eV

No. 3
C3H6AgNO4S as an isolated structure in a non-equilibrium geometry, computed with the ωB97M-V functional and the def2-TZVPD basis.

Element x y z (Å)
1 C -1.234 0.144 -1.277
2 S 0.549 0.112 -0.975
3 O 1.154 -0.355 -2.194
4 O 1.072 1.451 -0.725
5 N 1.038 -0.959 0.214
6 C 0.182 -0.984 1.442
7 C -0.337 0.377 1.931
8 O -1.488 0.504 2.147
9 O 0.418 1.412 2.148
10 H -1.753 -0.338 -0.438
11 H -1.466 -0.419 -2.185
12 H -1.531 1.196 -1.354
13 H 0.938 -1.884 -0.212
14 H -0.662 -1.678 1.355
15 H 0.822 -1.375 2.252
16 Ag 2.298 2.797 -2.131

Calculated values
E = -1018.39489 hartree
total charge = +1
⟨S²⟩ = 0.76
frontier orbital gap (alpha / beta) = 9.1 / 8.0 eV
2S+1 = 2
E_LUMO (alpha / beta) = -5.7 / -6.4 eV